ORCA calculation (wB97M-V/def2-TZVPD) on a structure of composition C20H21AsBMoN9S4 at a distorted geometry.

```
57
Properties=species:S:1:pos:R:3:forces:R:3:lowdin_spin:R:1
Mo -0.410075 -1.344615 0.293280 1.1 -1.2 0.9 1.089
As -1.457400 -5.204090 -1.040938 0.2 0.4 0.5 0.027
S -1.553723 -4.124419 2.189180 0.0 0.0 0.0 0.012
S -2.201092 -2.263667 1.621960 -0.3 0.2 0.1 0.029
S -0.024844 -3.694730 -0.838582 -0.4 -0.3 -0.1 -0.004
S -2.547800 -5.347157 0.877230 0.2 0.0 -0.4 0.005
N -2.123517 0.183702 -1.833597 0.0 0.1 -0.2 0.001
N -0.673661 0.707046 0.646246 0.1 0.2 0.4 0.009
N -1.276363 2.402442 -2.645586 -0.1 0.1 0.0 0.000
N -0.503005 2.897088 -3.640499 0.3 -0.2 -0.1 0.000
N -2.061730 -0.940873 -1.087749 -0.8 0.0 -0.3 0.002
N 0.626508 -0.731418 -1.488778 0.3 0.1 -0.2 0.007
N 0.308488 0.356280 -2.245384 0.1 0.1 -0.3 0.004
N 0.864531 -1.377414 1.487432 -0.9 0.0 -0.8 -0.151
N -0.727584 1.617384 -0.347000 -0.1 0.1 -0.1 0.004
C -1.081625 4.010937 -4.038088 0.0 -0.1 0.0 0.000
C 3.945491 -0.203790 3.049069 0.1 0.0 0.1 0.003
C -0.493656 1.373741 1.793027 0.0 0.1 0.0 0.016
C 1.507283 -1.345617 3.822100 -0.2 -0.1 -0.3 -0.028
C -3.917789 -0.998501 -2.341344 0.0 0.0 0.1 0.001
C -3.155420 -1.652172 -1.381292 -0.1 0.0 -0.2 0.004
C 3.686225 -0.468019 4.386532 -0.1 -0.1 -0.1 -0.034
C 2.007715 -0.656520 -3.243946 0.0 0.0 0.0 0.002
C -0.440464 2.736805 1.540844 0.0 0.0 0.0 0.006
C 2.471776 -1.021389 4.760286 0.1 0.1 0.1 0.003
C 0.208290 -1.945095 4.266874 0.0 0.0 0.0 -0.003
C 1.123148 0.404894 -3.313013 -0.1 0.0 0.3 0.006
C 1.781259 -1.104474 2.450667 0.9 0.4 0.8 -0.011
C -0.587084 2.845914 0.168427 0.1 0.0 0.1 0.018
C -3.221966 0.166405 -2.600828 -0.1 -0.1 0.0 0.004
C -2.338798 3.231443 -2.422910 -0.1 -0.1 0.1 0.000
C 1.657803 -1.335902 -2.090464 -0.1 0.1 -0.1 0.007
C 3.275092 -0.194966 0.631044 0.0 0.0 0.1 -0.004
C -2.254356 4.273604 -3.303044 0.0 0.1 0.0 0.000
C 3.015155 -0.505460 2.075110 -0.3 -0.2 -0.3 -0.027
B -0.939862 1.183055 -1.830511 0.0 -0.1 0.2 0.001
H -0.311969 3.532826 2.252409 0.0 0.0 0.0 0.000
H 4.252908 0.263049 0.498767 0.0 0.0 0.0 0.000
H 2.100760 -2.223267 -1.673626 0.0 0.0 0.0 0.000
H 2.511823 0.488148 0.249950 0.0 0.0 -0.1 -0.001
H -0.596191 3.719342 -0.461590 0.0 0.0 0.0 0.001
H 4.431861 -0.245215 5.138122 0.0 0.0 0.0 -0.002
H -0.413685 0.847752 2.730622 0.0 0.0 0.0 0.001
H 2.260276 -1.203919 5.806353 0.0 0.0 0.0 0.001
H -3.359339 -2.586130 -0.887557 0.1 0.0 0.1 0.000
H 1.018653 1.205581 -4.019486 0.0 0.1 -0.1 0.000
H -3.071745 3.012744 -1.661411 0.0 0.0 0.0 0.000
H -2.924302 5.108480 -3.413005 0.0 0.0 0.0 0.000
H 2.797794 -0.902291 -3.930887 0.0 0.0 0.0 0.000
H -0.643555 -1.465584 3.785126 0.0 0.0 0.0 0.000
H -4.846089 -1.325528 -2.774550 0.0 0.0 0.0 0.000
H 0.103027 -1.854539 5.345958 0.0 0.0 0.0 0.000
H 0.166310 -3.006508 4.015024 0.0 0.0 0.0 -0.001
H 4.887251 0.247999 2.764476 0.0 0.0 0.0 0.001
H -0.646101 4.587194 -4.838456 0.0 0.0 0.0 0.000
H -3.444909 0.971525 -3.281161 0.1 0.0 0.0 0.000
H 3.240283 -1.102125 0.029151 0.0 0.0 0.0 -0.001
```
Positions in Å, forces in eV/Å.

Values from the calculation:
- Multiplicity: 2
- Largest force on an atom: 0.03618 Eh/bohr
- Highest occupied orbital energy (alpha / beta): -11.20 / -11.29 eV
- <S²>: 0.8169
- Total charge: +1